Record 1
{"formula": "C2H5ClO3", "method": "the ωB97M-V functional and the def2-TZVPD basis", "species": ["C", "C", "O", "O", "O", "Cl", "H", "H", "H", "H", "H"], "positions_angstrom": [[-0.015, -1.133, -0.864], [0.047, 0.155, -0.124], [1.178, 0.960, -0.404], [0.193, -0.492, 1.635], [-1.115, 0.821, -0.148], [-1.375, 2.019, 1.014], [-0.999, -1.489, -1.260], [0.772, -0.988, -1.599], [0.429, -1.899, -0.116], [1.046, 1.903, -0.398], [-0.162, 0.144, 2.265]], "forces_ev_per_a": [[1.5, -1.5, 1.0], [1.6, 0.9, 3.9], [-0.9, -2.7, 0.2], [0.1, 0.8, -3.3], [-1.6, 0.4, -0.2], [0.3, -0.1, -0.3], [0.9, 0.8, 0.5], [-0.3, -0.5, -0.7], [-1.0, 1.1, -1.3], [-0.7, 0.5, 0.4], [0.0, 0.3, -0.2]], "max_force_ev_per_a": 4.3, "homo_energy_ev": -10.0778, "total_energy_ev": -20816.344, "e_above_lowest_kcal_mol": 79.3, "total_charge": 0, "lumo_ev": -0.66}


Record 2
{"formula": "C2H5ClO4", "method": "the ωB97M-V functional and the def2-TZVPD basis", "species": ["C", "C", "O", "O", "O", "O", "Cl", "H", "H", "H", "H", "H"], "positions_angstrom": [[-0.759, 0.546, -0.419], [-0.787, -0.949, 0.128], [-1.861, 1.342, -0.229], [0.409, 1.071, 0.179], [-1.653, -1.444, 0.795], [0.277, -1.508, -0.371], [3.802, -0.421, 0.482], [-0.541, 0.578, -1.595], [-2.325, 1.052, 0.560], [2.511, 0.035, 0.484], [0.442, 2.096, -0.012], [0.485, -2.397, -0.003]], "forces_ev_per_a": [[1.2, -0.1, -2.6], [-1.6, 1.9, -0.6], [-0.1, -0.5, 0.2], [0.3, 3.1, 0.1], [0.4, 0.3, 0.0], [1.7, -1.6, 0.0], [-2.0, 0.7, 0.0], [-0.8, -0.6, 2.3], [-0.2, -0.1, 0.4], [1.8, -0.6, -0.1], [-0.2, -3.1, 0.5], [-0.5, 0.6, -0.2]], "max_force_ev_per_a": 3.1, "homo_energy_ev": -10.8971, "total_energy_ev": -22867.264, "e_above_lowest_kcal_mol": 7.5, "total_charge": 0, "lumo_ev": 0.43, "smiles": "O=C(O)C(O)O.Cl"}